ORCA calculation (the ωB97M-V functional and the def2-TZVPD basis) on a structure of composition C24H66FGaN5O5.

The geometry in XYZ format:
```
102
Properties=species:S:1:pos:R:3:mulliken_charge:R:1
C 1.632 3.417 2.684 -1.232
C 1.249 2.454 1.579 -0.322
C -0.076 1.736 1.816 1.354
C 0.024 0.719 2.963 -1.520
Ga -1.575 3.094 2.018 0.702
F -3.034 2.451 1.091 -0.605
H 1.613 2.931 3.654 0.291
H 0.949 4.260 2.706 0.231
H 2.639 3.803 2.540 0.401
H 1.179 3.015 0.650 -0.058
H 2.054 1.721 1.451 0.419
H -0.286 1.171 0.911 -0.575
H -0.834 0.747 3.629 0.370
H 0.912 0.876 3.570 0.270
H 0.084 -0.292 2.565 0.188
H -1.167 4.475 1.253 -0.349
H -2.002 3.380 3.544 -0.480
C 0.017 3.233 -4.385 -1.167
C 1.400 2.830 -3.899 0.375
C 1.382 1.478 -3.176 -0.225
O 0.725 1.535 -1.932 -0.307
C -0.680 1.331 -2.026 -0.245
N 1.914 3.906 -3.048 -0.717
H -0.587 3.533 -3.532 -0.030
H 0.059 4.075 -5.077 0.421
H -0.501 2.407 -4.878 0.334
H 2.084 2.731 -4.749 0.273
H 2.416 1.177 -2.979 0.159
H 0.920 0.704 -3.807 0.118
H -0.885 0.517 -2.732 0.320
H -1.216 2.224 -2.344 -0.126
H -1.053 1.055 -1.042 0.185
H 2.867 3.693 -2.769 0.324
H 1.385 3.901 -2.179 0.278
C -5.715 5.296 -1.715 -1.431
C -5.283 4.434 -2.895 0.390
C -4.252 3.359 -2.537 -0.812
O -2.945 3.841 -2.350 -0.273
C -2.648 4.346 -1.048 -0.804
N -4.836 5.304 -3.987 -0.784
H -4.946 6.025 -1.457 0.277
H -6.619 5.849 -1.968 0.353
H -5.915 4.688 -0.832 0.361
H -6.168 3.896 -3.254 0.392
H -4.187 2.660 -3.378 0.355
H -4.575 2.789 -1.656 0.396
H -3.175 3.784 -0.274 0.447
H -2.891 5.408 -0.958 0.148
H -1.581 4.221 -0.880 0.267
H -4.652 4.742 -4.812 0.273
H -3.929 5.683 -3.726 0.352
C -3.703 -4.448 1.266 -1.547
C -3.008 -4.119 2.582 0.419
C -2.180 -2.831 2.549 -0.586
O -0.957 -2.941 1.853 -0.326
C -1.022 -2.717 0.461 -0.788
N -2.218 -5.273 3.023 -0.743
H -2.996 -4.844 0.536 0.303
H -4.466 -5.209 1.426 0.374
H -4.178 -3.565 0.837 0.357
H -3.787 -3.958 3.335 0.386
H -1.907 -2.573 3.574 0.250
H -2.764 -1.994 2.143 0.450
H -1.757 -1.941 0.221 0.364
H -1.269 -3.625 -0.099 0.261
H -0.039 -2.369 0.144 0.254
H -1.849 -5.064 3.945 0.200
H -1.392 -5.314 2.432 0.365
C 1.827 -4.837 5.925 -1.464
C 0.677 -4.186 6.685 0.173
C 0.445 -4.763 8.084 -0.683
O -0.186 -6.027 8.109 -0.366
C 0.662 -7.141 7.928 -0.636
N -0.522 -4.221 5.845 -0.476
H 1.542 -5.817 5.538 0.307
H 2.100 -4.219 5.072 0.333
H 2.706 -4.960 6.561 0.364
H 0.934 -3.132 6.831 0.348
H -0.228 -4.094 8.625 0.330
H 1.391 -4.808 8.642 0.419
H 1.639 -6.971 8.392 0.295
H 0.812 -7.384 6.873 0.225
H 0.185 -7.992 8.414 0.257
H -1.260 -3.676 6.281 0.238
H -0.866 -5.179 5.859 0.355
C 6.464 -1.291 -5.852 -1.421
C 6.186 0.204 -5.963 0.333
C 5.114 0.712 -4.995 -0.682
O 3.791 0.385 -5.359 -0.316
C 3.338 -0.895 -4.963 -0.782
N 5.892 0.533 -7.359 -0.757
H 5.673 -1.876 -6.322 0.278
H 7.396 -1.535 -6.360 0.353
H 6.547 -1.603 -4.810 0.347
H 7.107 0.733 -5.695 0.404
H 5.150 1.804 -4.986 0.336
H 5.318 0.364 -3.972 0.422
H 3.767 -1.187 -4.000 0.367
H 3.565 -1.664 -5.706 0.269
H 2.257 -0.830 -4.856 0.267
H 5.822 1.541 -7.465 0.281
H 4.962 0.184 -7.574 0.329
```

Values from the calculation:
HOMO-LUMO gap   6.840 eV
Max |F|   0.75 eV/A
E_tot   -98739.092 eV
Charge   -1
LUMO   2.208 eV